*i*
Here is a 2-piece molecular cluster, C6H10OSi overall from the Open Molecules 2025 dataset. Energies are from ωB97M-V/def2-TZVPD.

**HOMO**: -8.5 eV
**Kohn-Sham gap**: 9.1 eV

The geometry in ORCA input format:
```
! wB97M-V def2-TZVPD RIJCOSX def2/J DEFGRID3
* xyz 0 1
Si 0.60637 -0.01903 -0.48920
O -2.04977 -0.54541 -0.76334
C -1.77497 1.16609 0.65112
C -1.17528 0.20965 -0.09172
C -3.28435 0.00312 -0.52296
C -3.20469 1.01472 0.34135
C 1.25997 -1.68238 -1.10472
C 1.61646 0.79278 0.92122
H 0.67061 1.53661 -2.02985
H -4.03753 1.64921 0.63528
H -1.15968 1.80357 1.14813
H 2.48123 1.33545 0.56617
H 1.91818 0.21619 1.82334
H 0.87227 1.40679 1.26617
H -4.10010 -0.69368 -0.66627
H 1.84624 -1.57517 -2.07759
H 0.38786 -2.22347 -1.40893
H 2.03299 -2.10848 -0.30441
*
```

*ii*
Here is C6H10OSi as an isolated structure from the Open Molecules 2025 dataset. Energies are from ωB97M-V/def2-TZVPD.

**HOMO**: -8.5 eV
**Kohn-Sham gap**: 9.3 eV

The geometry in ORCA input format:
```
! wB97M-V def2-TZVPD RIJCOSX def2/J DEFGRID3
* xyz 0 1
Si -0.63140 -0.36798 1.00559
O 0.62190 1.70719 -0.37998
C 0.91006 1.10022 -2.47303
C 0.27312 0.05688 -1.82367
C 0.12144 0.41690 -0.53173
C 0.41225 0.11188 2.52808
C 1.12895 2.07676 -1.53611
C -1.08043 -2.07525 0.39046
H -1.73880 -2.51107 1.26771
H -0.29696 -2.80905 0.28386
H -2.43836 0.17194 0.96600
H -1.66306 -1.83650 -0.63197
H 1.20789 1.11320 -3.53299
H -0.10324 -0.89399 -2.28370
H 1.35706 3.13317 -1.67301
H 1.28694 -0.40521 2.44451
H -0.02378 -0.19877 3.42335
H 0.65643 1.20969 2.55662
*
```

Least stable = *i*

*i*
Here is a 2-piece molecular cluster, H3OP overall from the Open Molecules 2025 dataset. Energies are from ωB97M-V/def2-TZVPD.

**HOMO (alpha / beta)**: -10.2 / -9.2 eV
**Kohn-Sham gap (alpha / beta)**: 9.2 / 8.3 eV

The geometry in ORCA input format:
```
! wB97M-V def2-TZVPD RIJCOSX def2/J DEFGRID3
* xyz 0 1
P 0.20035 -0.22305 0.04827
O 1.57565 0.20546 0.10434
H -0.27365 -1.14625 1.04017
H -0.47002 -0.75712 -0.94082
H -1.03232 1.92096 -0.25196
*
```

*ii*
Here is one molecule with the formula H3OP from the Open Molecules 2025 dataset. Energies are from ωB97M-V/def2-TZVPD.

**HOMO**: -9.3 eV
**Kohn-Sham gap**: 9.9 eV
**Structure (SMILES)**: OP

The geometry in ORCA input format:
```
! wB97M-V def2-TZVPD RIJCOSX def2/J DEFGRID3
* xyz 0 1
P 0.21579 -0.58195 -0.41294
O 0.49775 1.04583 0.34244
H 0.50317 -1.32713 0.75987
H -0.06260 1.62557 -0.19690
H -1.15411 -0.76232 -0.49247
*
```

Least stable = *i*

*i*
Here is a 2-piece molecular cluster, C2H2ClIO2 overall from the Open Molecules 2025 dataset. Energies are from ωB97M-V/def2-TZVPD.

**HOMO (alpha / beta)**: -9.7 / -9.7 eV
**Kohn-Sham gap (alpha / beta)**: 7.1 / 7.1 eV

The geometry in ORCA input format:
```
! wB97M-V def2-TZVPD RIJCOSX def2/J DEFGRID3
* xyz 0 1
I -2.13950 -0.92587 -0.43594
Cl 3.01236 -0.92028 -0.13580
O 0.62736 -0.93132 -1.40185
O 0.92996 0.33670 0.45920
C -1.39160 0.63563 0.56753
C 1.22449 -0.43665 -0.45512
H -1.20168 0.86407 1.53757
H -1.06139 1.37771 -0.13559
*
```

*ii*
Here is one molecule with the formula C2H2ClIO2 from the Open Molecules 2025 dataset. Energies are from ωB97M-V/def2-TZVPD.

**HOMO**: -9.3 eV
**Kohn-Sham gap**: 9.5 eV
**Structure (SMILES)**: O=C(Cl)OCI

The geometry in ORCA input format:
```
! wB97M-V def2-TZVPD RIJCOSX def2/J DEFGRID3
* xyz 0 1
I -0.63696 0.59480 2.15837
Cl -1.04859 0.04809 -2.58657
O -0.14996 -0.70425 -0.43237
O -0.60806 1.49069 -0.51615
C 0.55945 -0.46288 0.72052
C -0.59695 0.41474 -0.99236
H 1.56629 -0.02616 0.35797
H 0.91479 -1.35504 1.29059
*
```

Least stable = *i*

*i*
Here is a 2-piece molecular cluster, C3H4BNO3 overall from the Open Molecules 2025 dataset. Energies are from ωB97M-V/def2-TZVPD.

**HOMO**: -10.4 eV
**Kohn-Sham gap**: 10.8 eV
**Structure (SMILES)**: O=c1[nH]c1=O.CB=O

The geometry in ORCA input format:
```
! wB97M-V def2-TZVPD RIJCOSX def2/J DEFGRID3
* xyz 0 1
O -0.44445 0.02680 1.68551
O 1.13351 1.43058 -0.85438
O 2.16904 -2.11374 -0.81373
N 2.11831 -0.24107 0.65083
C 1.96468 -0.96194 -0.51723
C -2.22981 0.29778 -0.28642
C 1.55753 0.39317 -0.47277
B -1.28046 0.22799 0.88347
H -1.62719 -0.03166 -1.10991
H -2.29107 1.38493 -0.68215
H 2.02098 -0.13437 1.70401
H -3.09108 -0.27846 -0.18722
*
```

*ii*
Here is a 2-piece molecular cluster, C3H4BNO3 overall from the Open Molecules 2025 dataset. Energies are from ωB97M-V/def2-TZVPD.

**HOMO**: -9.7 eV
**Kohn-Sham gap**: 9.9 eV
**Structure (SMILES)**: O=c1[nH]c1=O.CB=O

The geometry in ORCA input format:
```
! wB97M-V def2-TZVPD RIJCOSX def2/J DEFGRID3
* xyz 0 1
O 2.15353 0.53956 -0.56244
O 2.15211 3.09537 1.99740
O -0.99537 -0.39310 0.80942
N 0.90063 1.07666 1.45946
C 1.96104 0.96962 0.52790
C -1.62643 -1.67727 -1.55565
C 1.89271 2.07756 1.51120
B -1.27758 -0.91185 -0.25117
H -2.31038 -1.04053 -2.07528
H -2.15177 -2.65029 -1.33240
H -0.69255 -1.82986 -2.06288
H -0.00593 0.74413 1.53444
*
```

Least stable = *i*